1.
{
  "formula": "C5H13N2S",
  "method": "ωB97M-V with the def2-TZVPD basis set",
  "e_lumo_ev": [0.94, -2.08],
  "e_above_lowest_ev": 0.776,
  "e_tot_ev": -19208.9426,
  "orbital_gap_ev": [9.1, 6.1],
  "homo_energy_ev": [-8.17, -8.17],
  "multiplicity": 2,
  "species": ["C", "N", "C", "C", "S", "C", "N", "C", "H", "H", "H", "H", "H", "H", "H", "H", "H", "H", "H", "H", "H"],
  "coordinates": [[-0.551, 2.083, 1.412], [-1.095, 0.955, 0.638], [-0.151, 0.424, -0.373], [-0.233, 1.116, -1.758], [-1.729, 2.010, -2.135], [-0.333, -1.110, -0.461], [0.899, -1.881, -0.410], [1.230, -2.501, 0.857], [-0.205, 1.794, 2.411], [-1.335, 2.811, 1.608], [0.268, 2.565, 0.867], [-1.902, 1.344, 0.163], [0.820, 0.644, 0.077], [-0.222, 0.323, -2.514], [0.623, 1.766, -1.905], [-0.837, -1.348, -1.387], [-0.972, -1.389, 0.357], [1.681, -1.586, -0.971], [0.432, -3.170, 1.181], [1.468, -1.761, 1.628], [2.145, -3.088, 0.715]]
}

***

2.
{
  "formula": "C5H13N3",
  "method": "ωB97M-V with the def2-TZVPD basis set",
  "e_lumo_ev": 0.97,
  "e_above_lowest_ev": 3.629,
  "e_tot_ev": -9862.7378,
  "smiles": "[H]/N=C\\C.C=CN(C)N",
  "orbital_gap_ev": 8.8,
  "homo_energy_ev": -7.84,
  "species": ["C", "C", "N", "C", "N", "N", "H", "H", "H", "H", "H", "H", "H", "H", "H", "C", "C", "H", "H", "H", "H"],
  "coordinates": [[-1.700, -0.176, -0.664], [1.624, -0.043, -1.465], [-0.779, -0.187, 0.493], [1.483, -0.623, -0.087], [-1.065, -1.282, 1.371], [1.780, -1.845, 0.210], [-0.792, -2.132, 0.869], [-0.382, -1.260, 2.134], [2.080, -2.368, -0.615], [-2.737, -0.111, -0.331], [-1.555, -1.095, -1.237], [-1.496, 0.667, -1.326], [1.026, 0.868, -1.532], [2.668, 0.220, -1.643], [1.294, -0.759, -2.223], [-0.505, 1.026, 1.205], [-0.638, 2.284, 0.729], [-0.551, 3.122, 1.409], [-0.661, 2.505, -0.329], [-0.586, 0.897, 2.282], [1.494, 0.293, 0.751]]
}

***

3.
{
  "formula": "C5H13N3",
  "method": "ωB97M-V with the def2-TZVPD basis set",
  "e_lumo_ev": 0.76,
  "e_above_lowest_ev": 4.213,
  "e_tot_ev": -9862.1529,
  "orbital_gap_ev": 7.6,
  "homo_energy_ev": -6.82,
  "species": ["C", "N", "C", "C", "H", "H", "H", "H", "H", "H", "H", "C", "C", "N", "N", "H", "H", "H", "H", "H", "H"],
  "coordinates": [[-1.601, -0.996, 1.266], [-0.360, -1.074, 0.536], [-0.485, -0.642, -1.061], [-1.608, -0.492, -1.814], [0.112, -1.962, 0.648], [0.355, -1.161, -1.511], [-1.595, -1.635, 2.149], [-2.456, -1.313, 0.646], [-1.764, 0.049, 1.556], [-2.451, 0.083, -1.456], [-1.669, -1.019, -2.753], [2.372, 0.485, 0.134], [0.994, 0.973, 0.513], [0.094, 1.088, -0.631], [0.698, 1.763, 1.473], [0.442, 1.230, -1.574], [-0.728, 1.610, -0.337], [1.467, 1.897, 2.123], [2.856, 1.219, -0.514], [2.995, 0.357, 1.016], [2.332, -0.459, -0.408]]
}

***

4.
{
  "formula": "C5H13N3",
  "method": "ωB97M-V with the def2-TZVPD basis set",
  "e_lumo_ev": 0.93,
  "e_above_lowest_ev": 1.087,
  "e_tot_ev": -9865.2797,
  "smiles": "C=C(C)N.N/C=C\\N",
  "orbital_gap_ev": 8.0,
  "homo_energy_ev": -7.07,
  "species": ["C", "C", "N", "C", "H", "H", "H", "H", "H", "H", "H", "N", "N", "C", "C", "H", "H", "H", "H", "H", "H"],
  "coordinates": [[-0.523, 0.218, -1.838], [-0.291, -1.215, -1.461], [1.033, -1.616, -1.543], [-1.255, -2.010, -0.997], [1.597, -1.135, -2.225], [1.189, -2.611, -1.510], [0.102, 0.865, -1.223], [-1.564, 0.490, -1.696], [-0.259, 0.382, -2.883], [-2.262, -1.659, -0.872], [-1.063, -3.036, -0.731], [0.177, 2.598, 2.304], [-0.256, -0.338, 1.825], [1.046, 1.721, 1.629], [0.852, 0.418, 1.421], [0.186, 3.534, 1.924], [-0.770, 2.246, 2.372], [-0.480, -1.079, 1.172], [-1.073, 0.221, 2.035], [1.983, 2.173, 1.341], [1.631, -0.166, 0.958]]
}

***

5.
{
  "formula": "C5H13N3",
  "method": "ωB97M-V with the def2-TZVPD basis set",
  "e_lumo_ev": 0.85,
  "e_above_lowest_ev": 3.002,
  "e_tot_ev": -9863.3644,
  "smiles": "[H]/N=C(/C)N(C)N(C)C",
  "orbital_gap_ev": 9.3,
  "homo_energy_ev": -8.49,
  "species": ["C", "C", "C", "C", "N", "N", "C", "N", "H", "H", "H", "H", "H", "H", "H", "H", "H", "H", "H", "H", "H"],
  "coordinates": [[-1.217, -0.466, -0.680], [1.033, 1.211, -1.646], [-0.381, 1.988, 0.426], [-0.295, -2.398, 1.249], [0.139, -0.434, -0.218], [0.745, 0.790, -0.288], [0.564, -1.224, 0.880], [1.587, -0.960, 1.570], [2.038, -0.100, 1.256], [-1.686, 0.380, -0.023], [-1.638, -1.469, -0.694], [-1.286, -0.068, -1.689], [1.579, 0.419, -2.163], [1.687, 2.080, -1.588], [0.144, 1.461, -2.239], [-1.322, 2.337, -0.014], [-0.441, 1.672, 1.463], [0.258, 2.863, 0.352], [0.183, -2.916, 2.075], [-1.290, -2.083, 1.562], [-0.400, -3.083, 0.408]]
}

***

6.
{
  "formula": "C5H13N3",
  "method": "ωB97M-V with the def2-TZVPD basis set",
  "e_lumo_ev": 0.89,
  "e_above_lowest_ev": 2.008,
  "e_tot_ev": -9864.3579,
  "smiles": "C=C(N)NC(C)(C)N",
  "orbital_gap_ev": 9.0,
  "homo_energy_ev": -8.07,
  "species": ["C", "C", "C", "N", "C", "N", "N", "C", "H", "H", "H", "H", "H", "H", "H", "H", "H", "H", "H", "H", "H"],
  "coordinates": [[0.673, 0.321, 0.547], [0.663, -0.723, 1.659], [0.696, 1.865, 1.311], [-0.606, 0.493, -0.011], [-1.106, -0.491, -1.164], [1.787, 0.160, -0.310], [-0.236, -0.812, -2.194], [-2.258, -1.155, -1.020], [-1.296, 1.227, 0.058], [1.858, -0.818, -0.582], [1.624, 0.671, -1.178], [-0.643, -1.424, -2.901], [0.145, 0.032, -2.606], [1.602, -0.711, 2.224], [-0.155, -0.540, 2.360], [0.612, 2.686, 0.595], [1.681, 1.911, 1.783], [-0.072, 1.941, 2.082], [0.516, -1.723, 1.236], [-2.529, -1.988, -1.667], [-2.956, -0.922, -0.224]]
}

***

7.
{
  "formula": "C5H13N3",
  "method": "ωB97M-V with the def2-TZVPD basis set",
  "e_lumo_ev": 0.44,
  "e_above_lowest_ev": 6.533,
  "e_tot_ev": -9859.8333,
  "orbital_gap_ev": 8.2,
  "homo_energy_ev": -7.75,
  "species": ["C", "C", "N", "C", "C", "H", "H", "H", "H", "H", "H", "H", "C", "N", "N", "H", "H", "H", "H", "H", "H"],
  "coordinates": [[-1.578, 0.486, 0.229], [-0.957, 1.127, 1.419], [-0.825, 0.065, -0.742], [-3.602, -0.441, -0.981], [-4.442, -0.979, -1.682], [-2.749, 0.609, -0.210], [0.196, -0.090, -0.681], [-1.340, -0.408, -1.497], [0.133, 1.036, 1.475], [-1.398, 0.709, 2.327], [-1.208, 2.191, 1.414], [-5.258, -1.358, -2.248], [2.428, -1.154, 0.674], [2.113, -0.331, -0.496], [2.742, 0.949, -0.519], [2.397, -0.809, -1.345], [3.680, 0.910, -0.120], [2.189, 1.593, 0.035], [1.943, -2.125, 0.565], [2.028, -0.675, 1.570], [3.508, -1.305, 0.813]]
}

***

8.
{
  "formula": "C5H13N3",
  "method": "ωB97M-V with the def2-TZVPD basis set",
  "e_lumo_ev": 1.05,
  "e_above_lowest_ev": 3.122,
  "e_tot_ev": -9863.2445,
  "orbital_gap_ev": 8.7,
  "homo_energy_ev": -7.68,
  "species": ["C", "N", "C", "N", "H", "H", "H", "H", "H", "H", "C", "C", "C", "N", "H", "H", "H", "H", "H", "H", "H"],
  "coordinates": [[-1.724, 1.335, -0.232], [-2.049, 0.720, 1.032], [0.685, 1.103, 0.222], [1.072, 1.104, 1.442], [-2.923, 1.064, 1.415], [-1.318, 0.908, 1.713], [1.138, 0.184, 1.868], [-1.526, 2.418, -0.231], [-2.591, 1.230, -0.895], [0.830, 1.991, -0.385], [0.605, -1.412, -0.043], [2.078, -1.815, -0.073], [-0.632, 0.205, -1.427], [0.406, -0.075, -0.583], [0.215, -1.465, 0.979], [0.011, -2.103, -0.641], [-1.174, -0.658, -1.801], [-0.430, 1.021, -2.116], [2.199, -2.813, 0.348], [2.448, -1.825, -1.098], [2.678, -1.116, 0.507]]
}

***

9.
{
  "formula": "C5H13N3",
  "method": "ωB97M-V with the def2-TZVPD basis set",
  "e_lumo_ev": [0.80, 0.80],
  "e_above_lowest_ev": 2.784,
  "e_tot_ev": -9863.5827,
  "orbital_gap_ev": [8.0, 8.0],
  "homo_energy_ev": [-7.22, -7.23],
  "species": ["C", "C", "C", "C", "C", "N", "N", "N", "H", "H", "H", "H", "H", "H", "H", "H", "H", "H", "H", "H", "H"],
  "coordinates": [[0.843, 1.094, -0.280], [-0.068, 0.324, 1.909], [-0.482, -2.343, 0.801], [0.302, 0.022, 0.477], [0.047, -1.226, -0.062], [-0.919, 2.231, -1.000], [1.095, 1.017, -1.640], [0.226, -1.531, -1.369], [1.303, 1.895, 0.296], [1.792, 1.704, -1.910], [-0.880, 3.251, -0.957], [-1.881, 1.983, -0.766], [0.054, 1.514, -1.866], [0.675, -0.815, -1.945], [0.269, -2.497, -1.646], [-1.142, 0.515, 2.013], [0.193, -0.480, 2.600], [0.443, 1.225, 2.253], [0.208, -2.573, 1.616], [-0.645, -3.252, 0.222], [-1.434, -2.059, 1.255]]
}

***

10.
{
  "formula": "C5H13N3",
  "method": "ωB97M-V with the def2-TZVPD basis set",
  "e_lumo_ev": 0.90,
  "e_above_lowest_ev": 2.914,
  "e_tot_ev": -9863.4518,
  "smiles": "C=C(NN)[C@@H](N)CC",
  "orbital_gap_ev": 9.1,
  "homo_energy_ev": -8.24,
  "species": ["C", "C", "C", "N", "C", "N", "N", "C", "H", "H", "H", "H", "H", "H", "H", "H", "H", "H", "H", "H", "H"],
  "coordinates": [[0.227, -0.507, -0.225], [1.509, 0.724, -0.131], [2.785, 0.114, -0.679], [-2.103, -0.996, 0.499], [-0.735, -0.184, 0.832], [-3.280, -0.274, 0.269], [-0.337, -0.540, -1.556], [-0.704, 0.493, 1.975], [-1.906, -1.643, -0.279], [0.714, -1.462, -0.013], [-3.563, 0.196, 1.127], [-3.136, 0.442, -0.448], [-0.717, 0.372, -1.799], [0.375, -0.769, -2.243], [1.218, 1.598, -0.723], [1.680, 1.071, 0.889], [-1.586, 0.546, 2.603], [0.200, 0.956, 2.353], [2.663, -0.215, -1.716], [3.079, -0.753, -0.077], [3.615, 0.831, -0.658]]
}